(1)
Density functional theory data (ωB97M-V with the def2-TZVPD basis set) for an isolated molecule of C6H12O.

Results
total energy	-310.9986	Ha
E_LUMO	1.03	eV
Kohn-Sham gap	0.39375	Eh
energy above the lowest of the compared OMol25 structures with the same formula, charge and spin	159.4	kJ/mol
structure (SMILES)	COCC1(C)CC1

The geometry in ORCA input format:
```
! wB97M-V def2-TZVPD RIJCOSX def2/J DEFGRID3
* xyz 0 1
C 0.335 -0.484 -0.254
C 1.351 -0.506 0.857
H -1.637 -1.037 -0.926
O -1.171 1.380 -0.700
H -0.827 1.085 1.342
H 1.853 0.428 1.094
H 0.903 1.555 -0.743
C 1.670 -1.144 -0.463
H 2.399 -0.667 -1.114
H -1.429 -1.185 0.815
H -1.064 2.780 0.825
H -2.440 1.650 0.858
C -1.370 1.740 0.648
H 1.174 -1.149 1.714
H -0.714 -2.397 -0.264
H 1.685 -2.230 -0.500
H 0.107 0.676 -2.062
C 0.099 0.835 -0.978
C -0.923 -1.330 -0.148
*
```



(2)
Density functional theory data (ωB97M-V with the def2-TZVPD basis set) for a cluster of 2 separate species, C5H14N4 in total.

Results
total energy	-417.8870	Ha
E_LUMO	1.10	eV
Kohn-Sham gap	0.31283	Eh
energy above the lowest of the compared OMol25 structures with the same formula, charge and spin	108.9	kJ/mol
structure (SMILES)	CC=C(N)N.C/C=N/N

The geometry in ORCA input format:
```
! wB97M-V def2-TZVPD RIJCOSX def2/J DEFGRID3
* xyz 0 1
H 0.995 0.255 -1.758
N -2.082 -0.006 -0.302
N -0.425 2.359 1.530
H -0.825 3.267 1.693
H -1.488 -1.530 -2.124
H 2.442 1.254 -1.562
C 0.671 -2.299 0.980
H -2.104 0.583 0.512
H 1.532 0.960 0.729
N -0.689 -1.468 -1.497
N 0.010 2.254 0.246
C 0.970 1.489 -0.040
H 0.234 2.062 2.250
H -0.192 -2.352 -1.425
C -1.029 -0.926 -0.250
C 1.353 1.242 -1.454
C -0.409 -1.262 0.892
H 0.952 -2.458 2.020
H 0.902 1.994 -2.098
H -0.681 -0.742 1.795
H 1.560 -1.990 0.424
H 0.345 -3.257 0.575
H -2.042 0.571 -1.136
*
```



(3)
Density functional theory data (ωB97M-V with the def2-TZVPD basis set) for a structure of composition C37H94InN7O14.

Results
total energy	-3092.0204	Ha
E_LUMO	-10.21	eV
Kohn-Sham gap	0.05692	Eh
energy above the lowest of the compared OMol25 structures with the same formula, charge and spin	0.0	kJ/mol

The geometry in ORCA input format:
```
! wB97M-V def2-TZVPD RIJCOSX def2/J DEFGRID3
* xyz 2 1
H 0.291 -10.796 -4.046
H -5.905 -12.926 -15.416
H 1.016 -6.449 -7.665
H -3.111 -8.768 -14.438
H -2.698 -11.066 -3.424
C -4.826 -14.794 -9.955
O -3.695 -15.552 -9.549
H -2.645 -13.960 -8.915
O 0.028 -11.839 -8.269
H -4.789 -14.369 -10.962
C -4.737 -12.674 -5.663
H -4.785 -12.568 -4.576
H -6.474 -11.477 -6.043
H -2.668 -8.061 -2.864
H -2.290 -8.892 -12.905
C -6.809 -1.336 -12.698
H -4.882 -14.362 -15.673
O 2.012 -17.188 -13.742
H 1.056 -11.934 -5.942
O -1.040 -15.222 -15.500
C -3.057 -8.514 -3.780
C -0.003 -12.989 -7.472
H 0.974 -18.885 -13.382
H 2.715 -19.144 -13.138
C 0.440 -10.883 -12.967
C 3.300 -15.246 -13.997
O -2.092 -9.373 -4.348
H -3.808 -12.856 -12.590
H 2.441 -14.865 -14.561
H -4.561 -12.886 -16.583
N -6.626 -5.714 -13.492
N -4.495 -13.123 -13.285
H -4.829 -14.713 -5.431
C -6.133 -12.493 -6.241
H 4.166 -14.839 -14.527
H -2.300 -16.042 -6.194
N -1.788 -15.365 -11.861
H -5.276 -12.530 -13.010
H 0.094 -15.896 -14.004
C 3.331 -16.749 -14.098
H -7.631 -7.507 -13.378
O -2.861 -11.686 -11.165
H -5.790 -8.790 -12.296
H -5.803 -5.230 -13.146
H -1.445 -9.184 -14.414
C 3.104 -13.292 -12.557
C 0.712 -11.955 -9.520
H 0.936 -15.364 -15.945
H 0.390 -9.900 -12.500
H -2.586 -15.993 -11.808
H -5.030 -13.953 -9.285
H -1.555 -15.611 -4.674
H -3.141 -7.658 -4.454
C -2.382 -9.361 -13.883
H -6.309 -0.961 -13.596
C -4.892 -13.277 -15.616
O -0.813 -6.948 -8.491
H -0.306 -11.555 -12.524
H 1.633 -12.883 -14.171
C -0.617 -6.124 -6.278
H -0.090 -5.289 -4.346
C -0.023 -15.616 -16.404
O 1.750 -11.362 -12.763
C -2.495 -15.585 -5.221
C -7.470 -3.382 -13.705
H 0.771 -13.677 -7.821
H -5.401 -8.174 -13.880
C -1.777 -10.484 -3.518
H -3.279 -10.993 -15.709
H -3.681 -6.700 -10.417
H -1.173 -13.683 -10.846
O -2.871 -14.202 -5.318
O -4.499 -7.158 -12.272
H -0.138 -5.139 -8.136
N -3.911 -11.619 -6.301
C -3.921 -12.703 -14.582
H -3.271 -16.153 -4.710
H -1.463 -10.154 -2.525
H -1.184 -7.498 -10.478
H 0.338 -6.730 -10.222
N -0.967 -11.838 -5.424
C -6.839 -7.002 -12.823
H -8.434 -2.892 -13.887
C -3.691 -11.188 -14.716
H -1.689 -5.999 -6.445
H -0.138 -15.164 -17.385
H 0.593 -7.595 -5.513
C -2.430 -10.948 -10.136
H -5.694 -15.449 -9.950
H -2.537 -11.086 -11.886
H -1.179 -13.869 -13.241
H -5.424 -7.083 -10.431
H -8.481 -5.194 -14.086
C -1.668 -14.847 -13.221
H -3.893 -11.826 -7.297
N -0.407 -7.419 -5.606
H -6.980 -3.331 -14.682
C 0.151 -12.543 -5.977
H 3.920 -12.711 -12.985
H -0.496 -4.074 -5.597
H -7.163 -6.918 -11.779
H -0.420 -12.185 -3.429
H -4.676 -10.729 -14.574
H 0.895 -13.167 -12.577
H -1.186 -5.791 -10.204
C -5.561 -7.870 -12.845
H -6.235 -12.772 -7.290
H -7.844 -0.982 -12.725
H -0.946 -13.520 -7.659
C -4.451 -7.319 -10.873
O -2.589 -11.431 -8.965
C -0.029 -6.120 -7.664
C -4.130 -14.046 -5.947
H 0.014 -12.409 -10.231
H 0.319 -13.490 -5.451
H -2.671 -14.599 -13.599
C -0.978 -15.774 -14.191
N 3.287 -14.737 -12.630
H 3.109 -13.065 -11.489
H -4.065 -8.906 -3.634
C -2.474 -14.849 -9.535
C -2.079 -14.300 -10.913
H -6.881 -13.090 -5.707
In -1.310 -9.559 -7.199
H 1.927 -19.056 -14.727
H -4.344 -10.706 -6.216
H -0.040 -16.696 -16.581
C 1.768 -12.752 -13.094
C -0.655 -11.343 -4.091
H -1.727 -15.533 -9.139
H 3.463 -17.027 -15.149
H -4.266 -8.366 -10.604
H 2.688 -15.230 -11.984
H 4.110 -17.237 -13.509
H 1.667 -12.472 -9.617
H 0.844 -10.927 -9.856
H -1.362 -16.798 -14.252
C -0.702 -6.718 -9.887
C -7.785 -4.832 -13.320
H -0.642 -7.322 -4.622
H -4.116 -14.276 -7.013
H 0.079 -10.829 -13.999
H -8.339 -4.885 -12.379
O -1.828 -9.868 -10.306
H -2.751 -13.552 -11.358
C 1.973 -18.607 -13.728
C -0.007 -5.028 -5.399
H -1.653 -12.594 -5.300
O -6.774 -2.743 -12.663
O -2.775 -10.730 -13.735
H -2.953 -13.203 -14.658
H 1.046 -4.943 -5.677
H -6.333 -0.874 -11.835
*
```



(4)
Density functional theory data (ωB97M-V with the def2-TZVPD basis set) for the ion C5H11N2 with charge +1.

Results
total energy	-306.3225	Ha
E_LUMO	-3.40	eV
Kohn-Sham gap	0.33852	Eh
energy above the lowest of the compared OMol25 structures with the same formula, charge and spin	160.1	kJ/mol
structure (SMILES)	C=N/C=C/CC[NH3+]

The geometry in ORCA input format:
```
! wB97M-V def2-TZVPD RIJCOSX def2/J DEFGRID3
* xyz 1 1
C 1.430 -1.622 0.177
H 2.343 -1.238 0.624
H -0.119 -0.784 1.308
N -1.873 1.711 -0.017
H 1.554 -2.645 -0.169
H 0.296 -1.330 -1.623
H -1.154 3.527 -0.831
C 0.836 -0.706 -0.908
H -1.735 0.187 -1.425
C 0.126 0.472 -0.380
H 1.710 -0.420 -1.512
H 0.686 1.200 0.207
C -1.147 0.744 -0.717
H -0.111 -2.472 1.533
C -1.829 2.953 -0.193
H 1.103 -1.492 2.174
N 0.457 -1.632 1.407
H -2.572 3.546 0.346
*
```



(5)
Density functional theory data (ωB97M-V with the def2-TZVPD basis set) for a structure of composition C25H35F6N9NaO3S2.

Results
total energy	-3250.2278	Ha
E_LUMO	2.23	eV
Kohn-Sham gap	0.26099	Eh
energy above the lowest of the compared OMol25 structures with the same formula, charge and spin	0.0	kJ/mol

The geometry in ORCA input format:
```
! wB97M-V def2-TZVPD RIJCOSX def2/J DEFGRID3
* xyz -1 1
H -5.447 1.675 -5.596
H -4.201 0.478 1.970
H -3.938 -2.657 -1.662
N 0.743 1.971 -2.655
C -1.854 1.565 -2.589
F 5.122 -2.925 0.417
H 0.688 4.488 3.852
C -3.285 -1.839 -1.344
H -0.847 0.763 1.907
H -4.341 0.079 -1.347
C 0.369 1.909 4.790
H -5.923 2.862 -4.543
S 2.914 1.990 -4.117
C -2.796 2.487 -2.161
C 2.948 2.244 0.631
C 2.042 3.915 2.218
Na 1.343 -0.806 -0.096
C -3.993 2.634 -2.846
H -3.510 0.306 -5.252
F 4.431 -3.065 2.455
C 2.793 -4.569 -0.516
C -2.128 -1.196 0.562
H -4.055 1.564 0.577
H 2.295 -5.511 1.969
H -2.740 -1.464 -2.222
S -0.330 1.369 -1.689
O -0.514 2.115 -0.455
H -0.565 -3.154 0.120
C -4.262 1.854 -3.965
H 3.767 2.917 0.372
N 2.476 2.562 1.956
H 0.680 -0.428 3.932
H -2.580 3.080 -1.285
F 3.046 -5.897 -0.329
H 1.138 1.458 5.430
H -1.377 0.074 -4.044
C 4.214 0.975 -3.614
F 4.938 -4.865 1.366
H 3.321 1.225 0.616
H -2.676 1.341 1.633
H -0.069 2.750 5.331
H -1.548 -0.270 3.171
F 1.558 -4.515 -1.053
H 2.220 -3.948 2.812
C 2.054 -4.453 1.861
C -1.300 -3.141 -0.680
H 5.156 0.913 -4.129
H 1.001 -4.339 1.606
H -0.424 1.182 4.629
H -4.725 3.355 -2.501
C 1.599 1.675 2.577
H -0.807 -2.800 -1.597
C 2.858 -3.708 0.774
N 1.517 0.465 2.194
H 4.465 -0.408 -1.973
H 0.924 -1.467 2.546
H 2.151 2.334 -0.113
C -4.053 -0.718 -0.658
C 1.970 1.427 -2.766
N -2.378 -2.258 -0.308
F 3.646 -4.163 -1.477
C -3.309 0.925 -4.387
N -5.495 1.952 -4.627
H 2.878 4.616 2.179
H -4.962 -1.101 -0.164
H 1.270 4.238 1.503
N -1.138 -1.252 1.357
O 2.419 -2.477 0.549
C 4.339 -3.641 1.239
C 3.842 0.303 -2.498
N 2.590 0.553 -2.009
O -0.146 -0.066 -1.492
C 1.460 3.753 3.610
H 2.256 3.815 4.369
C -3.519 0.829 1.181
H -1.674 -4.157 -0.831
N 0.893 2.417 3.546
C -0.829 -0.244 2.335
C -2.113 0.792 -3.707
N -3.091 -0.231 0.311
C 0.612 -0.465 2.841
*
```



(6)
Density functional theory data (ωB97M-V with the def2-TZVPD basis set) for a cluster of 9 separate species, C23H47Cl16NO3S in total.

Results
total energy	-8946.1716	Ha
E_LUMO	-0.01	eV
Kohn-Sham gap	0.31979	Eh
energy above the lowest of the compared OMol25 structures with the same formula, charge and spin	144.9	kJ/mol

The geometry in ORCA input format:
```
! wB97M-V def2-TZVPD RIJCOSX def2/J DEFGRID3
* xyz 0 1
Cl 9.589 -4.141 3.871
C -1.700 2.276 -0.901
H 5.405 0.809 2.951
H 7.023 1.073 0.354
H -7.102 2.055 -1.171
H 2.272 1.600 -0.353
H 3.993 -2.520 -1.156
H -11.160 -1.512 0.120
H -0.073 3.462 -0.096
C 6.920 -3.693 3.466
H -1.281 4.434 -2.838
S 2.035 5.353 0.061
H 0.905 0.696 0.388
H 6.817 -3.654 4.549
H -14.181 -1.673 -0.398
Cl 3.803 -0.510 -2.343
Cl 8.180 0.336 2.273
C 10.320 -7.567 5.404
N 2.417 3.409 1.651
C 1.931 -2.406 -1.727
H 9.807 -6.606 5.440
H -2.176 2.071 -1.887
H 3.076 -1.315 -0.253
Cl -12.565 -1.697 2.006
C -13.143 -1.862 -0.665
Cl 5.142 -0.897 1.339
Cl -1.488 7.372 -5.456
C -12.192 -1.233 0.326
Cl -5.143 3.180 -0.565
H 0.880 1.352 3.450
H -0.408 6.655 -1.981
H -9.931 -3.551 -1.104
Cl 0.568 -1.263 -1.659
C 1.656 2.347 1.652
H 0.307 2.717 -1.723
H -8.386 -3.091 0.856
O 1.692 4.590 1.568
H 8.435 -2.197 3.249
Cl -8.796 -1.551 -1.562
C -6.043 1.823 -1.285
H 2.644 0.473 0.969
C 5.509 0.769 1.868
H -5.812 1.791 -2.348
C -0.471 3.228 -1.115
H 8.789 -8.635 4.313
C -0.316 6.234 -6.167
H -1.805 4.926 -1.219
H 11.391 -7.381 5.354
H -8.517 -3.824 -2.125
Cl -4.077 -0.067 -0.934
C -8.097 -3.690 -0.006
H 0.363 5.912 -5.379
C 3.208 -1.767 -1.232
C 6.882 1.215 1.424
H 0.258 6.791 -6.907
H 2.029 -2.764 -2.750
C 9.837 -8.357 4.210
H 4.750 1.417 1.428
H 6.167 -3.040 3.026
H -0.328 1.611 2.128
H 8.436 -3.394 1.953
O 0.519 5.931 -0.302
C 0.141 5.728 -1.679
H -1.752 5.378 -7.542
C -8.878 -3.303 -1.240
C 8.296 -3.254 3.023
O 2.428 4.254 -0.840
Cl -12.914 -3.626 -0.786
Cl 6.542 -5.353 2.934
Cl 9.975 -8.396 6.944
H -8.280 -4.738 0.230
Cl 10.783 -9.847 3.962
H -2.398 2.728 -0.168
H -12.269 -0.147 0.274
H 7.016 2.273 1.649
C -0.994 5.056 -6.829
H 9.945 -7.759 3.306
H -5.870 0.564 0.467
C 1.879 1.208 0.609
Cl -6.340 -3.510 -0.238
C -0.911 4.564 -1.793
C -5.739 0.503 -0.612
H -0.256 4.458 -7.362
H 1.668 -3.255 -1.095
H 0.991 5.632 -2.385
C 0.514 2.077 2.686
Cl -1.774 3.981 -5.643
H -12.965 -1.451 -1.658
H -6.413 -0.263 -0.993
H -1.360 1.310 -0.463
H 0.165 3.022 3.148
*
```



(7)
Density functional theory data (ωB97M-V with the def2-TZVPD basis set) for a cluster of 4 separate species, C20H46N3O8 in total.

Results
total energy	-1555.2033	Ha
E_LUMO	-5.79	eV
Kohn-Sham gap	0.16554	Eh

The geometry in ORCA input format:
```
! wB97M-V def2-TZVPD RIJCOSX def2/J DEFGRID3
* xyz 1 1
H -0.737 3.518 -7.540
H 7.261 -0.239 -5.315
H -1.388 -0.403 3.020
H -2.717 1.665 4.912
H -1.246 2.660 -5.309
H 4.046 2.623 -2.570
H -5.239 -2.115 6.416
O -0.165 0.936 -5.446
H -3.363 -1.743 8.721
C -0.190 -0.512 -0.189
N -1.607 -3.939 8.452
C 4.689 2.534 -3.450
H -5.273 -0.351 8.716
H -0.045 0.881 -9.478
H -5.690 0.313 7.001
H 1.861 0.951 -5.959
H -2.921 -3.812 5.542
H -0.846 2.550 5.857
H -3.928 -0.137 4.409
O -3.820 2.214 7.434
O 0.693 2.148 -8.021
C -2.146 -1.607 0.576
C -0.513 2.469 -7.321
H -1.710 -2.009 1.495
C 1.191 0.619 -5.161
H 6.040 0.381 -1.984
N -3.776 -2.502 8.107
H 1.488 1.078 -4.213
C -0.093 -0.365 -1.711
H 7.468 -0.697 -2.008
O -1.540 -0.359 0.261
H -3.258 -1.793 3.666
H 4.379 3.281 -4.187
H 5.723 2.722 -3.145
O -0.730 -1.458 -2.380
H -1.443 1.975 3.437
N -2.484 -3.073 6.136
C 0.638 0.861 -8.625
C -3.018 -1.653 5.996
C -3.095 -0.963 4.504
C -0.336 2.311 -5.808
H -2.601 0.700 8.340
H -1.838 -4.786 9.017
H 0.227 -1.470 0.141
H -1.351 1.862 -7.684
H -0.750 -0.753 4.818
H 0.502 2.919 -5.444
C -1.625 -0.265 4.170
H 0.320 0.095 -7.913
H -0.509 0.594 -2.041
C -1.663 1.370 4.441
H 5.905 1.867 -5.430
C -4.810 -0.167 7.632
H -0.658 -3.482 8.520
O 7.418 0.713 -3.520
H -2.508 -2.012 -3.234
H 0.393 0.288 0.279
O 4.528 1.228 -3.991
C -2.526 -3.265 7.643
C 5.492 0.942 -5.010
H 4.960 0.418 -5.811
H 6.192 -0.892 -4.063
O -0.627 1.631 5.482
C -4.329 -1.596 6.989
H 7.632 0.999 -1.502
H -3.215 -1.437 0.742
H 1.640 0.607 -8.983
C 6.606 0.033 -4.481
H -2.032 -2.330 -0.236
C -3.624 0.948 7.821
H -2.628 -0.616 -2.144
C -2.005 -1.100 -2.900
H -2.150 -1.034 6.521
H 0.964 -0.390 -1.998
H -1.881 -0.434 -3.758
H 1.277 -0.467 -5.065
C 7.112 0.322 -2.186
*
```



(8)
Density functional theory data (ωB97M-V with the def2-TZVPD basis set) for an isolated molecule of C4H5NO.

Results
total energy	-285.2725	Ha
E_LUMO	0.17	eV
Kohn-Sham gap	0.34070	Eh
energy above the lowest of the compared OMol25 structures with the same formula, charge and spin	373.0	kJ/mol

The geometry in ORCA input format:
```
! wB97M-V def2-TZVPD RIJCOSX def2/J DEFGRID3
* xyz 0 1
C -0.798 0.807 -1.977
O -0.360 -0.289 -1.440
H -0.357 1.526 0.772
C 0.631 -1.687 0.140
C 0.317 0.669 0.793
H -1.014 1.533 -1.148
H 0.445 0.370 1.835
H -1.244 -0.783 0.366
N 1.333 -2.598 0.250
C -0.243 -0.512 0.015
H 1.290 0.965 0.393
*
```